# C34H90N6O11

A cluster of 8 separate species, C34H90N6O11 in total in a non-equilibrium geometry (ωB97M-V with the def2-TZVPD basis set, the Open Molecules 2025 dataset).

Geometry as XYZ:
```
141
Properties=species:S:1:pos:R:3:forces:R:3
H 14.54793 -13.31404 -16.30192 -0.1 0.2 0.0
N 17.56060 -14.76620 -14.83481 -0.7 -1.4 -0.1
C 13.59410 -16.95146 -18.39098 -1.1 0.6 0.1
C 12.71124 -12.93060 -21.06401 0.2 -0.8 1.5
H 21.58187 -14.35316 -20.20398 0.1 0.2 0.1
N 17.35809 -10.67690 -19.07886 -0.3 -1.2 -0.6
C 12.22841 -19.03578 -18.93996 0.5 0.3 0.1
H 19.67905 -19.18713 -14.08608 -0.5 0.1 0.4
H 15.28614 -12.43800 -12.51836 0.0 -0.1 0.0
H 15.50439 -16.72674 -15.89517 0.4 -0.1 0.0
C 12.50243 -8.57971 -13.94931 -1.0 0.4 -0.4
N 14.21812 -14.85073 -21.24372 0.0 -0.1 1.4
C 20.43494 -12.02665 -14.05363 -0.5 0.5 0.3
H 19.23434 -9.04486 -20.34784 -0.2 -0.1 0.0
H 15.77255 -15.43190 -22.44983 -0.1 -0.3 -0.4
C 10.87800 -14.16943 -15.65178 -0.1 0.8 0.7
H 7.92266 -16.74897 -15.10608 0.0 -0.2 -0.4
H 11.69111 -15.89200 -19.84917 -0.2 0.0 0.1
H 5.61220 -13.99375 -19.13443 -0.1 0.0 0.3
C 14.14662 -16.83946 -22.81726 0.0 0.9 -0.6
H 20.59078 -11.30626 -13.24418 0.4 0.3 -0.2
O 13.11878 -17.50608 -22.09365 1.0 -0.5 -1.3
H 13.97489 -12.29267 -17.70567 0.2 0.2 0.4
H 16.72871 -11.92823 -15.58207 0.3 -0.3 0.2
H 18.11944 -19.80045 -14.81791 -0.1 0.2 0.2
C 11.13370 -13.20807 -19.30006 0.0 -0.6 0.5
C 19.79737 -15.17538 -15.65289 0.6 -1.2 -1.6
H 16.46567 -12.80231 -17.57411 0.4 -0.2 -0.1
H 17.91136 -15.82941 -16.59409 0.3 0.1 -0.2
C 18.60066 -10.90674 -15.09338 1.3 -0.2 -1.6
O 19.05911 -12.01900 -14.35924 -0.7 -0.7 0.2
H 11.88364 -19.11369 -22.40359 -0.2 0.2 0.1
H 19.48283 -12.06116 -18.14616 0.0 -0.4 0.3
H 12.86172 -18.75354 -23.80730 0.5 0.1 0.2
H 20.70956 -12.99560 -13.64118 -0.1 -0.1 -0.3
O 15.71962 -12.97702 -19.45335 -0.1 -0.5 0.3
H 10.85891 -14.03053 -14.56398 0.2 0.1 0.1
N 16.62209 -9.90818 -16.20417 1.3 0.0 0.8
H 13.25293 -15.25440 -12.38253 -0.1 0.0 0.2
H 15.13583 -12.24277 -14.25970 -0.3 0.2 0.1
H 6.18875 -16.75778 -17.07080 -0.4 0.3 0.5
C 15.19925 -9.71337 -16.18726 -0.7 0.0 -1.2
C 6.01762 -14.95386 -18.81706 -0.1 0.2 0.0
H 15.95021 -18.15567 -16.87488 -0.2 -0.2 -0.1
C 18.36072 -15.72038 -15.60474 1.2 0.8 0.6
H 14.64115 -10.63523 -16.39457 -0.1 -0.3 0.6
H 9.69721 -15.18718 -17.04836 -0.2 0.1 -0.2
C 7.53598 -15.83733 -15.55960 -1.5 1.2 0.7
H 19.89838 -14.74597 -19.89719 0.0 -0.3 0.3
C 14.60128 -9.00318 -14.98306 -0.2 0.0 0.5
H 19.91939 -14.19595 -16.11800 -0.4 0.2 0.2
C 11.37998 -11.85446 -15.83031 0.0 0.4 0.0
H 12.69342 -7.50474 -13.86457 0.5 0.0 0.3
H 19.66981 -9.55467 -18.70533 -0.2 0.0 0.0
H 17.73864 -13.85654 -15.23475 0.2 0.3 0.6
O 13.18248 -9.15963 -15.02718 0.5 -0.3 -0.2
O 19.00069 -18.08637 -15.69076 -0.2 0.3 -0.1
H 11.75918 -13.06580 -18.41900 0.1 0.0 0.0
H 14.83477 -17.53925 -23.30145 0.0 -0.3 0.2
H 14.97009 -9.38992 -14.02749 0.1 -0.2 0.0
H 18.40162 -13.09003 -19.16598 0.1 -0.3 0.1
H 6.68350 -15.54719 -14.93662 -0.1 -0.2 0.0
C 12.31635 -18.29783 -22.97762 -0.1 0.1 0.1
O 10.58418 -12.92068 -16.28289 -0.6 -0.3 0.1
H 13.45600 -15.30812 -20.75326 0.0 0.2 0.3
H 16.87774 -10.01722 -19.68726 0.3 0.4 0.2
H 12.60321 -9.09660 -12.99163 0.5 0.0 0.0
H 11.54727 -17.34477 -17.84674 0.0 0.2 0.0
H 20.35032 -15.85185 -16.31679 0.3 0.0 0.1
C 6.99525 -16.02151 -16.98783 1.6 -0.6 -0.5
H 13.47885 -15.85954 -18.38446 0.1 0.1 -0.4
O 13.57375 -14.35706 -12.24938 -0.4 -0.1 0.0
C 20.72073 -14.09213 -19.59215 -0.5 0.4 -0.4
C 14.59338 -12.52324 -13.35523 0.0 -0.5 -0.4
C 12.18865 -17.52493 -18.71595 0.4 -0.5 0.5
H 15.42454 -16.58282 -21.20186 -0.1 0.4 0.5
C 19.19606 -12.33918 -19.16714 0.1 0.8 0.0
H 18.37989 -11.29736 -20.82981 0.1 -0.1 -0.1
C 19.07815 -19.31065 -14.99316 1.2 -0.1 -0.4
C 13.60630 -13.75123 -21.98041 -0.8 -0.8 -1.2
N 8.52239 -14.77980 -15.32479 0.6 -1.4 -0.3
H 12.17746 -17.18811 -20.70610 -0.7 0.3 0.8
H 5.21370 -15.68317 -18.68872 -0.1 0.0 -0.3
H 12.07107 -12.18038 -21.52615 0.2 0.0 -0.5
C 9.77837 -15.17316 -15.94994 1.0 1.0 -1.8
H 17.94672 -14.86235 -13.90249 -0.2 0.9 0.2
O 14.02962 -17.28637 -17.09031 0.2 -0.9 -0.5
H 11.07131 -10.95335 -16.36102 0.0 -0.1 -0.2
C 14.12310 -13.95204 -13.50638 0.3 -0.7 0.5
H 19.00872 -9.97552 -14.68836 -0.6 0.2 0.3
H 17.01022 -10.09267 -17.13077 -0.5 0.2 -0.1
N 11.61017 -16.90367 -19.88747 0.4 0.0 -0.5
H 20.33594 -15.18748 -14.70507 -0.4 0.0 0.2
C 15.74668 -13.43358 -18.09796 -0.5 0.4 0.2
C 14.94554 -15.90868 -21.91732 0.3 -0.1 -0.3
H 11.44000 -8.61562 -14.20383 0.0 -0.2 0.0
H 11.23077 -19.43340 -19.11832 0.0 0.0 0.1
H 16.02767 -14.48638 -18.05561 0.3 0.1 0.1
C 19.53673 -9.89326 -19.73548 1.2 -0.3 0.2
H 12.44323 -12.01992 -16.03160 0.0 0.0 0.1
H 14.33523 -13.12522 -22.49765 0.2 0.0 0.3
H 11.24210 -11.62440 -14.76867 0.0 -0.3 0.1
O 6.67233 -14.78100 -17.57863 -0.2 -0.1 0.3
H 13.73708 -11.87532 -13.16945 0.1 0.2 -0.1
H 7.77891 -16.50028 -17.59370 0.2 0.1 -0.1
H 19.70780 -19.97148 -15.59158 -0.3 0.0 -0.3
H 21.02808 -11.79789 -14.94240 0.2 0.0 0.1
H 13.33608 -12.45736 -20.30162 0.1 0.3 -0.1
H 16.72534 -10.66907 -14.29700 -0.4 -0.5 0.0
O 20.33758 -12.75917 -19.90033 -0.2 0.1 0.1
H 12.70182 -19.53613 -18.09390 -0.2 0.0 0.1
H 14.84924 -7.93758 -14.99174 0.1 0.1 -0.1
H 10.66548 -12.24511 -19.51748 0.2 0.0 -0.6
O 11.86556 -13.85010 -20.34167 -0.3 0.8 -0.6
H 10.14532 -16.18712 -15.78059 -0.4 0.0 0.9
C 15.42800 -17.19626 -16.87715 -0.4 0.6 0.6
H 11.89986 -14.42267 -15.94879 -0.1 -0.7 -0.1
H 13.68169 -13.98389 -17.69310 0.1 -0.1 0.1
H 14.28420 -17.20673 -19.20169 0.2 -0.3 0.2
C 17.10212 -10.94262 -15.28693 -0.4 1.3 0.9
C 14.41589 -13.23582 -17.38067 -0.2 -0.4 -0.8
C 18.33306 -17.08783 -14.93587 -0.8 -0.4 -0.1
H 11.55357 -17.66262 -23.43072 -0.2 -0.1 0.1
H 15.38468 -13.70672 -20.00329 -0.3 -0.1 -0.2
H 12.98353 -14.20604 -22.76347 -0.2 0.4 -0.2
H 14.93983 -14.65294 -13.71870 0.3 0.4 -0.3
H 18.75066 -17.10336 -13.92233 0.1 0.5 0.1
H 10.32481 -13.88129 -19.02065 0.0 -0.1 0.0
H 12.85818 -19.23942 -19.81080 -0.1 -0.1 -0.1
H 14.92569 -9.11347 -17.06095 0.2 0.2 0.0
H 20.96037 -14.20364 -18.53294 0.0 -0.1 0.1
H 20.51897 -10.23784 -20.07133 0.0 0.3 -0.2
H 8.21904 -13.90571 -15.73702 0.0 0.0 -0.1
H 13.37859 -14.12265 -14.29013 0.0 0.5 -0.1
H 17.27066 -17.34273 -14.86019 0.0 -0.2 0.3
H 13.71767 -16.25126 -23.63849 -0.3 -0.1 0.0
H 6.67378 -15.26689 -19.63563 0.3 -0.3 0.2
H 15.93130 -16.53304 -17.58498 -0.1 0.0 -0.2
H 16.73117 -11.48403 -19.20053 0.2 0.3 0.3
C 18.60896 -11.07533 -19.78047 -0.7 0.7 -0.5
H 19.06044 -10.96137 -16.09421 0.1 0.0 -0.1
```
Forces are in eV/Å.

Calculated values
molar mass = 759.12 g mol⁻¹
HOMO = -8.40 eV
LUMO energy = 0.534 eV
maximum force = 2.3 eV Å⁻¹
SMILES = COC[C@H](C)N.COC[C@H](C)N.COC[C@H](C)N.COCCNCCOC.COCCNCCOC.COCCNCCOC.CCO.CCO
E = -68174.3683 eV
frontier orbital gap = 8.936 eV